Entry 1:
A molecular structure, C27H44CoN8O6S at a distorted geometry, computed with ωB97M-V with the def2-TZVPD basis set.

Geometry as XYZ:
```
87
C27H44CoN8O6S | the OMol25 dataset | ωB97M-V with the def2-TZVPD basis set
Co -0.291 -0.380 -0.117
O -3.141 -1.840 6.075
C -2.587 -2.868 5.297
C -2.030 -2.303 4.021
C -1.294 -3.111 3.156
C -0.829 -2.570 1.972
N -1.074 -1.315 1.618
C -1.765 -0.510 2.443
C -2.241 -0.976 3.667
C -1.956 0.860 1.950
C -2.886 1.743 2.496
C -2.986 3.036 2.003
C -3.999 4.008 2.554
O -5.031 3.390 3.268
C -2.120 3.407 0.973
C -1.248 2.468 0.462
N -1.166 1.219 0.917
H -3.504 -2.216 6.883
H -3.347 -3.624 5.033
H -1.782 -3.395 5.835
H -1.090 -4.139 3.410
H -0.245 -3.151 1.273
H -2.767 -0.339 4.357
H -3.538 1.438 3.299
H -4.381 4.632 1.734
H -3.499 4.669 3.273
H -5.678 3.015 2.660
H -2.137 4.413 0.582
H -0.577 2.728 -0.346
N 0.785 0.341 -2.013
C 1.628 -0.763 -2.476
C 2.983 -0.363 -3.074
C 2.955 0.762 -4.113
C 3.101 2.172 -3.521
N 4.248 2.295 -2.635
C 5.508 2.513 -2.997
N 6.461 2.531 -2.064
N 5.838 2.742 -4.263
C 1.896 -1.686 -1.225
O 3.018 -2.112 -1.039
O 0.878 -1.891 -0.503
H 0.282 0.785 -2.773
H 1.371 1.024 -1.541
H 1.050 -1.360 -3.187
H 3.403 -1.260 -3.529
H 3.656 -0.112 -2.251
H 2.021 0.720 -4.672
H 3.761 0.604 -4.830
H 2.226 2.433 -2.927
H 3.181 2.910 -4.324
H 4.089 2.048 -1.669
H 6.255 2.354 -1.096
H 7.425 2.694 -2.308
H 5.155 2.723 -5.000
H 6.790 2.945 -4.519
N -1.892 -0.862 -1.265
C -2.651 -1.678 -1.591
N -3.530 -2.554 -1.925
C -3.198 -3.835 -2.537
C -3.819 -3.890 -3.944
O -5.199 -3.627 -3.900
C -5.462 -2.344 -3.389
C -4.952 -2.232 -1.946
H -3.631 -4.628 -1.916
H -2.115 -3.962 -2.580
H -3.710 -4.887 -4.371
H -3.318 -3.160 -4.599
H -6.544 -2.214 -3.420
H -4.986 -1.578 -4.021
H -5.478 -2.967 -1.328
H -5.114 -1.233 -1.540
C 4.768 -0.427 0.966
C 3.726 -0.223 2.050
S 2.555 1.153 1.631
O 1.591 0.641 0.606
C 1.624 1.154 3.229
C 1.361 2.563 3.729
H 5.546 -1.098 1.325
H 5.237 0.521 0.697
H 4.318 -0.894 0.093
H 4.191 0.081 2.990
H 3.145 -1.130 2.192
H 2.201 0.588 3.956
H 0.696 0.629 3.013
H 2.284 3.122 3.860
H 0.859 2.514 4.693
H 0.724 3.120 3.046
```

Its net charge is +2. The spin multiplicity is 4. For the HOMO energy (spin up / spin down), the calculation gives -13.0 / -13.3 eV. The calculation puts the relative energy (zero: lowest compared OMol25 entry of this formula, charge and spin) at 30.0 kcal/mol.

Entry 2:
A molecular structure, C27H44ILiN7O4S at a distorted geometry, computed with ωB97M-V with the def2-TZVPD basis set.

Geometry as XYZ:
```
85
C27H44ILiN7O4S | the OMol25 dataset | ωB97M-V with the def2-TZVPD basis set
C 5.361 -4.223 1.093
C 4.692 -2.844 1.056
C 3.325 -2.865 0.337
C 2.581 -1.528 0.556
C 2.885 -0.471 -0.547
C 3.621 0.764 0.005
C 2.694 1.954 0.382
C 1.324 1.540 0.898
C 1.157 1.211 2.200
C 2.337 1.295 3.150
C 2.435 2.768 3.648
C 3.191 2.880 4.973
N 2.385 2.936 6.179
O 4.395 2.941 5.037
C -0.140 0.830 2.657
I -0.388 0.331 4.697
C -1.175 0.807 1.791
N -2.469 0.482 2.224
C -1.008 1.153 0.440
N -2.102 1.105 -0.367
C -1.909 1.470 -1.598
C -3.097 1.475 -2.536
C -4.221 0.518 -2.142
C -5.053 0.933 -0.909
C -5.518 -0.356 -0.202
N -6.673 -0.145 0.666
C -7.060 -1.388 1.246
N -7.297 -1.439 2.493
N -7.140 -2.557 0.415
C -0.611 1.884 -2.052
C -0.448 2.329 -3.490
C -0.059 1.137 -4.404
C 1.422 0.784 -4.183
C 1.772 -0.701 -4.391
S 0.658 -1.807 -3.542
O -0.415 -2.112 -4.432
O 0.190 -1.236 -2.309
O 1.500 -3.138 -3.268
N 0.470 1.902 -1.317
C 0.233 1.522 -0.026
H 4.958 -4.826 1.910
H 5.226 -4.763 0.153
H 6.437 -4.124 1.249
H 5.330 -2.127 0.529
H 4.503 -2.494 2.075
H 2.741 -3.660 0.821
H 3.463 -3.113 -0.719
H 2.919 -1.116 1.509
H 1.506 -1.737 0.547
H 3.594 -0.956 -1.234
H 2.008 -0.215 -1.134
H 4.309 0.479 0.806
H 4.267 1.122 -0.805
H 3.222 2.562 1.115
H 2.607 2.583 -0.501
H 3.247 1.005 2.633
H 2.185 0.668 4.029
H 2.885 3.437 2.916
H 1.406 3.118 3.785
H 2.310 1.974 6.506
H 1.441 3.199 5.906
H -2.979 0.014 1.480
H -2.449 -0.166 3.001
H -3.453 2.506 -2.660
H -2.756 1.171 -3.530
H -3.878 -0.515 -2.044
H -4.915 0.499 -2.990
H -5.961 1.467 -1.212
H -4.508 1.579 -0.223
H -5.712 -1.075 -1.015
H -4.658 -0.767 0.343
H -7.449 0.222 0.123
H -7.547 -2.391 2.753
H -7.801 -3.231 0.765
H -6.240 -2.966 0.210
H 0.361 3.066 -3.478
H -1.332 2.832 -3.878
H -0.737 0.299 -4.249
H -0.166 1.508 -5.427
H 2.011 1.351 -4.909
H 1.797 1.084 -3.204
H 2.769 -0.861 -3.963
H 1.855 -0.975 -5.443
H 1.118 -3.491 -2.446
Li 0.221 -2.318 5.469
```

Its net charge is +1. For the HOMO energy, the calculation gives -10.8 eV.

Entry 3:
A molecular structure, C27H44N3OP3Rh at a distorted geometry, computed with ωB97M-V with the def2-TZVPD basis set.

Geometry as XYZ:
```
79
C27H44N3OP3Rh | the OMol25 dataset | ωB97M-V with the def2-TZVPD basis set
Rh 0.317 -0.810 -0.836
P -1.469 -2.204 -0.525
P 1.668 -1.179 0.931
P 1.544 -1.882 -2.305
H -0.463 5.794 -7.152
C -0.525 4.864 -7.728
C -1.697 4.283 -7.985
H -2.639 4.721 -7.638
C -2.966 -1.267 -0.072
C -1.392 -3.583 0.664
C -1.920 -2.941 -2.143
C 3.241 -0.205 1.016
C 0.978 -0.900 2.615
C 2.360 -2.880 1.162
C 0.839 -1.481 -3.936
C 1.754 -3.693 -2.261
C 3.216 -1.190 -2.353
H 0.400 4.528 -8.210
H -1.782 3.444 -8.685
H -2.888 -0.241 -0.485
H -3.033 -1.208 1.029
H -3.876 -1.773 -0.431
H -1.204 -3.215 1.679
H -0.592 -4.280 0.390
H -2.346 -4.123 0.664
H -2.053 -2.136 -2.870
H -2.862 -3.499 -2.041
H -1.127 -3.624 -2.479
H 3.823 -0.500 1.903
H 3.005 0.861 1.092
H 3.856 -0.379 0.120
H 1.632 -1.343 3.387
H -0.017 -1.351 2.716
H 0.899 0.169 2.819
H 3.448 -2.838 1.295
H 2.159 -3.543 0.316
H 1.951 -3.350 2.067
H 1.240 -2.182 -4.670
H 1.119 -0.459 -4.207
H -0.254 -1.549 -3.929
H 1.689 -4.045 -3.296
H 0.983 -4.203 -1.670
H 2.743 -3.947 -1.860
H 3.599 -1.333 -3.366
H 3.874 -1.705 -1.647
H 3.189 -0.119 -2.125
C -0.724 1.401 -2.755
C 0.441 2.228 -2.737
C 0.878 2.858 -3.890
C 0.151 2.742 -5.077
C -1.054 2.032 -5.097
C -1.519 1.401 -3.955
O -1.038 0.652 -1.739
H 0.837 0.473 0.012
H 0.983 2.287 -1.794
H 1.796 3.443 -3.852
H 0.514 3.223 -5.985
H -1.637 1.984 -6.018
H -2.461 0.851 -3.935
N 0.095 0.537 11.020
C -0.081 0.791 9.885
C -0.315 1.049 8.491
C -1.573 1.514 8.064
C -1.884 1.602 6.702
C -0.862 1.392 5.769
C 0.423 1.002 6.186
C 0.693 0.795 7.542
N -1.157 1.610 4.402
C -2.235 1.093 3.686
C -2.040 1.500 2.376
N -0.882 2.254 2.288
C -0.355 2.301 3.509
H -2.318 1.782 8.814
H -2.878 1.889 6.359
H 1.189 0.826 5.437
H 1.679 0.449 7.869
H -2.975 0.432 4.112
H -2.668 1.281 1.526
H 0.554 2.823 3.826
```

Its net charge is +3. The spin multiplicity is 5. For the HOMO energy (spin up / spin down), the calculation gives -15.3 / -15.3 eV. The calculation puts the relative energy (zero: lowest compared OMol25 entry of this formula, charge and spin) at 5.4 kcal/mol.